[1]
Below is a cluster of 9 separate species, C19H55NO14 in total, with properties calculated with ωB97M-V/def2-TZVPD.

LUMO energy	-0.170	eV
SMILES	CC1(C)CCCC(C)(C)N1O.OCCO.OCCO.OCCO.OCCO.OCCO.O.O.O
energy above the lowest of the compared OMol25 structures with the same formula, charge and spin	95.8	kcal per mole
charge	0
E_HOMO	-0.303	Ha

```
89
Properties=species:S:1:pos:R:3:forces:R:3
H -22.2508 24.8111 -5.9949 -0.223 -0.108 0.148
C -23.0837 28.9742 -5.0492 -1.832 1.575 0.363
H -24.6578 24.3775 -2.0545 0.060 -0.217 -0.173
H -23.2936 14.8569 -11.5382 -0.097 0.061 0.100
O -26.9380 11.2357 -5.1396 -1.271 -1.323 -0.386
C -22.6588 25.0201 -3.8054 0.360 -0.587 -1.194
C -30.4742 19.3549 -7.4054 1.306 -2.052 1.301
C -23.3246 27.5017 -5.3368 -0.606 -0.745 -0.172
H -22.0253 11.8127 -13.7789 0.313 -0.214 -0.081
H -25.8450 19.1979 1.4570 -0.028 0.090 -0.164
H -29.0160 12.7965 -5.4891 -0.246 0.102 -0.083
H -21.6182 14.2714 -11.5487 0.040 0.124 -0.199
H -23.6312 28.0561 -7.4094 -0.021 0.137 -0.001
H -26.5407 19.0149 -2.3452 -0.402 0.211 -0.024
H -19.5166 15.8978 -1.5058 -0.043 -0.056 -0.017
O -21.7669 12.3916 -13.0580 -0.296 0.193 -0.244
O -28.5574 18.4091 -6.1050 -0.484 1.414 -0.499
C -21.9567 26.8799 -5.3083 0.421 -1.613 -0.741
H -20.0614 19.0002 -8.9259 0.211 0.028 0.102
H -30.1585 19.2938 -5.1784 -0.599 0.242 -0.257
O -25.0966 18.6138 1.3143 1.008 -0.131 -0.846
H -25.1946 17.5821 -1.2713 -0.360 -0.257 0.449
H -24.4682 18.9276 -2.0356 0.976 -0.004 0.174
H -21.5325 27.0371 -6.3000 0.284 0.496 0.029
H -26.2435 12.9338 -4.4765 0.185 0.915 -0.166
H -29.1405 20.3991 -6.1310 0.156 -0.092 0.171
H -20.6911 14.5191 -3.2871 -0.278 -0.316 -0.354
H -26.9859 17.2866 -11.2690 -0.074 -0.214 -0.138
C -22.9458 13.1176 -12.7295 -0.249 -0.385 0.284
H -23.3299 13.7225 -13.5508 0.711 0.728 -0.240
O -26.2879 19.3427 -1.4790 -1.160 0.232 0.557
C -24.7429 25.3811 -2.4711 -0.036 -0.493 -0.522
H -26.8809 14.2875 -6.6356 -0.007 -0.150 0.127
C -26.4305 12.4823 -5.4508 1.172 0.863 0.084
O -24.0012 18.1605 -7.4168 0.394 0.004 0.043
H -23.7864 12.4262 -12.6707 -0.102 -0.253 1.033
C -21.1872 15.4158 -3.6584 0.024 0.758 -0.241
O -20.1690 16.5441 -1.7856 -0.132 -0.102 2.373
H -21.3505 27.4003 -4.5668 0.119 -0.245 0.080
C -27.3275 13.3408 -6.3314 -1.302 -0.745 0.457
H -25.9301 26.7750 -4.5993 -0.875 0.196 -0.302
H -25.0689 27.6197 -6.4862 -0.120 0.312 -0.286
H -25.8080 25.6046 -2.5335 0.084 0.171 0.275
H -22.1878 15.4854 -3.2317 -0.038 -0.057 0.244
O -28.5770 13.6349 -5.6498 0.549 0.542 0.379
H -24.6830 24.4836 -5.8698 0.158 0.466 -0.031
O -26.7165 17.9335 -10.6170 0.062 -0.024 0.326
O -20.8182 18.8641 -9.4960 0.016 -0.023 -0.260
H -23.0885 29.1968 -3.9822 0.940 -0.477 0.184
C -24.1322 25.4430 -3.9012 0.743 0.700 0.883
H -22.7299 13.9273 -9.5408 0.067 0.000 0.106
O -25.4300 27.4378 -4.1176 0.091 -0.016 -0.495
C -24.0335 27.3452 -6.6876 -0.605 0.634 -0.291
H -25.4706 12.2677 -5.9206 0.078 0.415 -0.206
H -21.5039 16.2629 -5.3753 -0.121 0.087 -0.168
H -19.3083 16.4179 -3.5783 0.088 0.128 -0.547
C -24.8936 24.4390 -4.8012 -0.307 0.312 -0.460
H -24.4404 17.9533 -8.2416 -0.188 -0.068 -0.289
H -22.6127 23.9384 -3.6788 -0.145 -0.075 0.493
H -24.7137 18.2806 -6.7890 -0.212 0.067 0.167
H -21.5639 18.8173 -8.8977 -0.296 -0.018 0.208
H -27.7102 12.7756 -7.1813 0.962 -0.085 -0.573
C -25.1064 18.6656 -1.1917 1.647 -0.079 -0.188
H -24.1130 26.4025 -7.2291 0.583 -0.462 0.566
N -24.1326 26.9190 -4.2383 1.265 -1.033 0.915
H -27.8820 11.3635 -5.0206 -0.109 -0.496 0.356
H -24.2475 20.1321 0.1613 -0.186 0.200 -0.034
H -28.9666 19.1381 -8.6700 -0.070 -0.311 0.412
C -29.6483 19.4346 -6.1312 1.554 -1.120 0.355
H -30.6547 18.2869 -7.5278 -0.723 -0.215 0.037
O -29.6984 19.7394 -8.5130 -0.805 1.456 -0.499
C -21.8885 25.3271 -5.1058 -0.097 2.165 0.727
C -24.3954 19.0528 0.1258 -1.352 0.237 -0.626
H -20.8125 25.1664 -5.0384 -0.056 -0.631 0.234
C -20.2980 16.5591 -3.1439 0.457 -0.172 -1.539
H -25.9732 24.5356 -4.6854 -0.154 0.085 -0.010
O -21.2892 15.3719 -5.0896 0.409 -0.146 0.712
H -24.2349 26.0443 -1.7710 -0.100 0.229 -0.275
H -23.3879 18.6499 0.0226 -0.141 -0.507 0.678
H -23.9493 29.5955 -5.2786 -0.545 -0.247 -0.557
H -22.3067 29.5060 -5.5984 0.483 -0.671 0.117
O -22.8599 13.2675 -10.2259 -0.149 0.271 -1.402
H -26.7329 18.7679 -11.0858 0.018 0.269 -0.107
H -20.6163 17.5760 -3.3735 -0.413 -0.106 -0.490
H -31.4213 19.8459 -7.1816 0.128 0.587 -1.068
H -24.6681 23.3994 -4.5637 0.128 0.097 0.520
H -22.1770 25.5112 -2.9599 0.001 0.035 -0.021
C -22.6640 13.9679 -11.4999 -0.232 -0.514 0.658
H -28.9194 17.5328 -5.9544 -0.364 0.020 0.040
```
Forces are in eV/Å.

[2]
Below is a structure of composition C19H56Ag2F3O13, with properties calculated with ωB97M-V/def2-TZVPD.

LUMO energy (alpha / beta)	-5.793 / -5.808	eV
multiplicity	3
charge	+1
E_HOMO (alpha / beta)	-0.364 / -0.361	Ha

```
93
Properties=species:S:1:pos:R:3:forces:R:3
O -4.9605 -0.8933 3.7032 -0.055 -0.770 0.322
H 4.7996 -2.2051 -6.0319 -0.234 -0.006 -0.284
H 0.4308 -5.0348 0.1859 0.084 -0.215 -0.010
O 5.6698 -0.6390 -3.2646 -0.762 -0.336 -0.186
C -5.1504 -3.0979 -0.7910 0.535 0.164 -0.052
O 1.0778 5.1172 7.0198 -0.092 0.884 0.818
H 0.4577 4.5582 -4.8458 -0.026 0.117 0.060
H -0.4410 0.8535 -0.8090 -0.018 0.280 0.082
H -2.7093 -1.4868 -4.1365 0.579 0.172 -0.235
H -4.0143 -4.4868 -1.6347 -0.151 0.160 -0.078
H 4.4446 -1.2487 6.7909 0.377 -0.309 -0.246
C 1.3134 2.8393 -4.6909 -0.335 -0.582 -0.503
C 4.9655 -1.5718 -4.0609 1.996 0.434 0.323
H 2.1366 2.3316 -4.1882 0.010 0.501 0.449
Ag 1.5789 4.3977 -0.8253 -0.429 -1.064 0.245
O 1.0405 4.1360 -4.2104 0.543 0.491 0.736
H -6.1835 -0.0950 5.1545 0.222 -0.625 0.207
H 7.2366 -3.2239 1.7842 -0.019 0.371 0.412
C 3.7183 -1.1789 5.9812 -1.913 1.347 2.061
H -6.0477 -3.1946 -1.4022 -0.057 -0.027 0.044
H -0.9892 -3.3630 4.7659 -0.234 -0.278 0.752
C -0.1126 0.0118 -0.1992 0.222 -0.189 -0.555
C 1.4386 -5.1819 -0.2023 0.430 -0.074 0.020
H 0.1246 5.0554 7.1162 0.123 0.172 0.177
H -5.3995 1.0159 4.1780 0.462 0.530 0.295
H 2.7118 -6.7339 -0.2565 -0.021 0.339 -0.154
H -1.4709 -5.1118 4.6593 0.110 0.060 0.250
O 1.8674 -6.4981 0.1347 -0.497 0.052 0.159
C 1.5739 3.8182 6.8122 -0.913 -0.010 -1.610
H 5.1280 -0.5020 -6.0855 -0.289 0.287 0.695
O -4.1847 5.5514 -2.0161 0.762 -2.687 0.878
C -5.2067 0.0807 4.7037 -0.705 0.717 -0.977
C 5.1372 -3.0034 -3.5084 -0.493 0.558 0.899
H -3.0891 0.3025 -4.1996 0.087 -0.171 0.378
H -4.3331 4.9575 -4.0915 0.304 -0.673 0.454
H -0.7327 0.1487 2.3987 -0.178 0.018 0.024
H -4.3026 -0.9806 -4.4916 -0.076 0.342 0.156
H 1.4301 -4.9896 -1.2752 -0.090 -0.190 -0.175
H -3.3484 3.6238 -2.1043 -0.381 -0.578 -0.396
H -0.9963 -0.5506 0.1023 -0.060 0.138 0.455
C -5.2323 6.7996 -3.5847 -1.074 0.527 -1.178
C -3.6781 4.3536 -1.3649 1.670 2.723 -0.356
H 0.6996 3.2527 6.4902 0.276 -0.873 0.280
H -5.4122 -2.7925 0.2220 -0.156 -0.602 0.090
O 3.9892 -1.8019 4.7988 0.737 -0.866 -1.551
C 6.6458 -2.7081 1.0272 0.721 1.244 0.116
C 0.8519 0.4400 0.9332 -1.565 0.294 -0.069
H 3.9186 -1.2889 -3.9516 -0.337 0.256 0.058
O 6.1245 -1.3907 1.4960 0.258 -2.128 -0.503
H 3.4496 -0.1277 5.8772 0.649 0.359 -0.556
O -2.3831 4.6074 -0.8258 -2.493 -0.534 -0.208
H -5.9610 7.2149 -2.8885 0.427 0.036 0.394
H 1.3560 -0.5028 1.1454 0.340 -0.308 0.643
H 0.8528 -5.4954 4.5579 -0.069 -0.066 -0.080
H -2.1860 -0.4828 -6.2554 0.053 -0.005 -0.128
H 2.7544 -1.5211 6.3579 0.010 -0.478 0.456
F -4.6812 2.4243 -0.4198 2.410 -2.380 1.032
H 5.8780 -3.4281 0.7440 -0.238 0.479 -0.413
F -4.7750 4.2074 0.8504 0.317 -0.331 -1.840
H 6.3790 -1.6573 -5.8430 0.314 0.023 0.852
H -0.8465 -4.1280 3.3273 0.457 -0.678 -0.504
H -4.5574 -2.2509 -1.1359 0.103 0.064 -0.432
H 6.1716 -3.2746 -3.2972 0.154 -0.187 -1.086
C -4.7541 3.7250 -0.4458 -0.640 0.133 1.298
O -4.3731 -4.2971 -0.7647 -0.264 0.250 0.433
H 0.4170 2.2388 -4.5360 0.073 -0.369 -0.314
C -0.7363 -4.3536 4.3879 -0.107 1.056 -0.274
H 7.3546 -2.4458 0.2417 -0.371 -0.358 -0.280
H 4.7682 -3.0557 -2.4841 -0.536 0.385 0.091
H -4.4346 0.1789 5.4668 0.070 -0.096 -0.091
C 0.0233 0.8999 2.1699 0.691 -0.846 -0.432
H 5.5279 -1.7184 2.1730 -0.455 0.800 0.535
H 0.4068 -0.6800 -0.8624 0.218 0.103 -0.264
H 0.6917 0.9377 3.0300 -0.067 0.423 0.058
F -5.9624 3.8034 -0.9624 -1.433 2.502 -0.632
H 4.5114 -3.7050 -4.0601 0.613 -0.215 -0.239
O 1.7825 1.3647 0.5673 1.137 1.296 -0.752
H 1.6054 2.8793 -5.7403 -0.205 -0.152 -0.138
O -3.1208 -0.5923 -6.0664 0.319 -0.343 0.914
Ag 5.5080 1.4649 -0.1982 -0.464 -0.749 0.272
C -3.2621 -0.6853 -4.6266 -0.959 0.006 -1.063
H 2.1070 3.3455 7.6371 -0.050 0.268 0.072
H -5.8868 4.8856 -3.1053 0.419 -0.669 0.078
H 2.1611 3.9132 5.8988 0.655 -0.453 0.250
H -4.3008 -0.5982 3.0713 0.020 0.249 0.227
H 3.5063 -2.6312 4.8229 0.121 -0.100 -0.278
C 5.3619 -1.4138 -5.5360 -0.459 -1.062 -0.938
H -5.7633 6.9101 -4.5301 -0.199 -0.598 -0.297
O 0.5894 -4.6123 4.8268 -0.098 -0.060 -0.168
C -4.9074 5.3420 -3.2487 -0.410 2.857 0.060
H -0.4600 1.8548 1.9632 0.093 0.078 0.087
H -4.4108 7.4929 -3.7649 0.415 -0.357 0.703
H 2.0825 -4.4249 0.2456 0.088 0.103 0.177
```
Forces are in eV/Å.

Let's list calculated total energy in order: -1864.7981 -2328.3079 Eh.
Let's list F_max in order: 2.76 3.54 eV Å⁻¹.